A cluster of 6 separate species, C16H44B3FO9 in total. Source: the OMol25 dataset; level of theory: wB97M-V/def2-TZVPD.

```
73
C16H44B3FO9, DFT wB97M-V/def2-TZVPD
C -1.01 -4.14 -1.01
C -0.90 -3.24 -2.25
O -0.82 -4.08 -3.41
C 0.30 -2.28 -2.22
B -0.02 -0.76 -2.23
O 0.90 0.19 -2.68
B 0.52 1.50 -2.50
O -0.79 1.81 -2.83
B -1.72 0.85 -2.47
C -3.22 0.96 -2.93
C -4.27 1.02 -1.81
C -5.56 0.26 -2.11
F -3.73 0.51 -0.62
O -1.23 -0.25 -1.78
H -0.16 -4.02 -0.33
H -1.05 -5.18 -1.33
H -1.91 -3.92 -0.44
H -1.82 -2.65 -2.33
H -1.47 -3.81 -4.05
H 0.91 -2.43 -1.31
H 0.97 -2.52 -3.05
H 1.24 2.29 -2.00
H -3.42 0.11 -3.59
H -3.33 1.87 -3.53
H -4.49 2.06 -1.60
H -5.66 -0.56 -1.40
H -6.44 0.90 -2.00
H -5.55 -0.16 -3.12
C 0.70 2.33 2.08
C 2.00 2.72 1.42
O 1.81 3.48 0.23
H 0.07 1.77 1.38
H 0.88 1.74 2.97
H 0.14 3.22 2.39
H 2.56 1.84 1.10
H 2.63 3.27 2.13
H 1.34 4.29 0.46
C -6.68 1.85 -6.72
C -6.15 1.03 -5.56
O -5.02 0.23 -5.92
H -6.96 1.20 -7.55
H -7.55 2.43 -6.41
H -5.92 2.55 -7.08
H -6.90 0.33 -5.20
H -5.88 1.69 -4.72
H -4.32 0.81 -6.23
C 0.25 1.87 7.23
C 1.52 2.32 6.52
O 1.25 3.11 5.37
H -0.39 1.32 6.55
H 0.49 1.24 8.08
H -0.30 2.74 7.60
H 2.07 1.45 6.14
H 2.18 2.85 7.21
H 0.77 3.90 5.66
C 4.99 -2.54 0.78
C 3.90 -2.83 -0.23
O 2.69 -2.15 0.09
H 4.67 -2.81 1.78
H 5.90 -3.09 0.54
H 5.23 -1.47 0.79
H 3.64 -3.89 -0.24
H 4.23 -2.56 -1.24
H 2.88 -1.20 0.11
C 5.87 -1.81 4.85
C 5.94 -0.50 4.09
O 4.77 -0.25 3.31
H 5.72 -2.64 4.16
H 6.79 -1.98 5.41
H 5.04 -1.80 5.56
H 6.76 -0.51 3.37
H 6.12 0.34 4.78
H 4.01 -0.22 3.90
```

The total energy comes out at -40485.64201 eV. Its orbital gap is 10.33 eV. For the HOMO energy, the calculation gives -9.796 eV. The calculation puts the LUMO energy at 0.0198 hartree. The spin multiplicity is 1.

***

A cluster of 6 separate species, C16H44Br4O16P4 in total. Source: the OMol25 dataset; level of theory: wB97M-V/def2-TZVPD.

```
84
C16H44Br4O16P4, DFT wB97M-V/def2-TZVPD
Br 9.30 12.88 11.55
C 8.13 11.90 12.79
C 8.42 12.38 14.20
Br 7.40 11.33 15.46
H 8.38 10.84 12.69
H 7.11 12.10 12.47
H 8.24 13.43 14.40
H 9.48 12.29 14.47
Br 10.97 9.50 12.14
C 12.91 9.86 12.42
C 13.06 11.40 12.34
Br 14.90 11.84 12.94
H 13.51 9.33 11.68
H 13.18 9.47 13.40
H 12.31 11.78 13.03
H 12.80 11.80 11.36
C 17.63 11.78 19.40
O 17.00 11.70 18.17
P 17.34 10.44 17.22
O 17.45 9.11 17.91
O 16.17 10.43 16.13
C 15.60 9.27 15.44
O 18.64 10.84 16.27
C 18.76 12.00 15.41
H 18.31 12.63 19.36
H 18.23 10.90 19.68
H 16.93 11.97 20.21
H 14.70 9.03 15.99
H 16.21 8.39 15.60
H 15.43 9.54 14.40
H 18.93 11.73 14.37
H 19.60 12.58 15.78
H 17.85 12.61 15.46
C 18.85 6.85 8.91
O 18.01 7.91 9.36
P 16.50 7.57 9.88
O 15.74 6.61 9.05
O 15.86 9.04 10.04
C 15.31 9.67 8.86
O 16.64 7.17 11.41
C 15.47 6.67 12.11
H 18.32 5.96 8.57
H 19.52 6.65 9.75
H 19.51 7.14 8.09
H 15.80 10.64 8.81
H 14.22 9.73 8.81
H 15.61 9.26 7.90
H 15.76 5.88 12.80
H 14.72 6.34 11.39
H 15.06 7.50 12.69
C 10.52 16.65 11.69
O 11.93 16.68 11.89
P 12.99 16.35 10.67
O 12.97 17.35 9.50
O 12.78 14.73 10.40
C 12.05 14.35 9.27
O 14.44 16.43 11.47
C 14.59 15.46 12.45
H 10.22 17.65 11.38
H 9.93 16.36 12.56
H 10.27 16.00 10.85
H 12.07 15.08 8.45
H 11.02 14.04 9.42
H 12.63 13.49 8.92
H 15.44 14.83 12.17
H 13.80 14.74 12.66
H 14.92 15.91 13.38
C 17.95 12.22 10.62
O 17.88 12.24 9.16
P 18.09 13.54 8.15
O 17.84 13.25 6.74
O 17.08 14.62 8.80
C 15.70 14.42 8.52
O 19.59 13.98 8.54
C 20.72 13.28 8.09
H 18.86 11.75 10.98
H 17.07 11.67 10.94
H 17.91 13.17 11.16
H 15.50 13.78 7.67
H 15.48 15.43 8.17
H 15.12 14.26 9.43
H 21.27 13.91 7.40
H 20.29 12.43 7.57
H 21.33 12.97 8.94
```

The total energy comes out at -367398.11609 eV. Its orbital gap is 10.72 eV. Its energy relative to the best compared isomer or geometry (same formula, charge and spin) is 150.5 kJ/mol. For the HOMO energy, the calculation gives -10.584 eV. The calculation puts the LUMO energy at 0.0048 hartree. The spin multiplicity is 1.

***

A cluster of 4 separate species, C16H44ClN3O3 in total. Source: the OMol25 dataset; level of theory: wB97M-V/def2-TZVPD.

```
67
C16H44ClN3O3, DFT wB97M-V/def2-TZVPD
Cl 1.81 -0.79 -0.03
C -0.02 3.55 -1.57
C -0.58 4.24 -0.33
N -0.98 3.30 0.81
C -2.14 2.51 0.35
C 0.14 2.34 1.06
C 1.49 2.96 1.37
C -1.29 4.08 2.06
C -2.36 5.14 1.95
O -2.01 6.21 1.13
C -1.99 7.48 1.77
H -0.01 4.37 -2.30
H -0.68 2.78 -1.99
H 0.98 3.16 -1.46
H -1.52 4.73 -0.59
H 0.15 4.96 0.02
H -2.95 3.11 -0.07
H -2.52 1.97 1.21
H -1.80 1.75 -0.34
H 0.20 1.71 0.17
H -0.13 1.64 1.86
H 1.52 3.39 2.37
H 1.77 3.67 0.60
H 2.22 2.15 1.34
H -0.35 4.52 2.38
H -1.56 3.33 2.81
H -2.55 5.46 2.98
H -3.32 4.72 1.63
H -1.52 7.44 2.76
H -3.00 7.89 1.87
H -1.38 8.17 1.19
C -2.99 -1.65 -2.62
C -2.06 -1.09 -1.55
C -2.64 -1.29 -0.17
O -1.93 -0.48 0.75
C -1.80 -1.01 2.07
N -0.79 -1.93 -1.62
H -0.05 -1.59 -0.95
H -1.04 -2.87 -1.30
H -0.39 -1.99 -2.55
H -3.97 -1.19 -2.64
H -3.13 -2.73 -2.50
H -2.57 -1.50 -3.61
H -1.75 -0.07 -1.74
H -2.67 -2.33 0.16
H -3.67 -0.92 -0.14
H -1.70 -0.16 2.74
H -0.93 -1.66 2.12
H -2.70 -1.57 2.34
C 3.54 -3.61 -2.14
C 2.89 -4.57 -1.16
C 3.56 -5.93 -1.15
O 3.06 -6.62 -0.03
C 3.62 -7.91 0.11
N 3.01 -3.99 0.22
H 2.63 -3.02 0.19
H 2.52 -4.55 0.91
H 3.99 -3.90 0.49
H 3.70 -4.10 -3.10
H 4.54 -3.31 -1.81
H 2.94 -2.71 -2.30
H 1.84 -4.67 -1.41
H 4.64 -5.81 -1.03
H 3.27 -6.48 -2.05
H 3.51 -8.53 -0.78
H 3.17 -8.36 0.99
H 4.71 -7.84 0.28
```

The total energy comes out at -40426.65210 eV. Its orbital gap is 9.38 eV. Its energy relative to the best compared isomer or geometry (same formula, charge and spin) is 0.0 kJ/mol. For the HOMO energy, the calculation gives -14.314 eV. Its total charge is +2. The calculation puts the LUMO energy at -0.1814 hartree. The spin multiplicity is 1.